1.
Here is a molecular structure, C2H5N5S in a non-equilibrium geometry from the OMol25 dataset. Energies are from the ωB97M-V functional and the def2-TZVPD basis.

XYZ file:
```
13
Properties=species:S:1:pos:R:3:lowdin_charge:R:1
C 0.69 -0.39 -0.26 -0.36
C -0.01 -1.09 1.66 -0.23
H 0.07 0.60 -2.12 0.10
H 1.59 1.33 -2.81 0.18
H -0.07 -1.56 2.63 0.11
H -2.58 -0.27 -0.12 0.04
H 0.22 1.59 0.19 0.13
N 1.07 0.81 -1.86 -0.15
N 1.48 -0.30 -1.32 -0.04
N 0.77 -1.53 0.67 0.15
N -0.69 0.13 1.45 -0.59
N -0.16 0.66 0.32 -0.03
S -2.39 0.01 1.56 0.68
```

Values from the calculation:
* spin multiplicity: 1
* relative energy (zero: lowest compared OMol25 entry of this formula, charge and spin): 4.375 eV
* max |F|: 9.377 eV/Å

=====

2.
Here is a gas-phase ion, C2H5N6 (charge +1) in a non-equilibrium geometry from the OMol25 dataset. Energies are from the ωB97M-V functional and the def2-TZVPD basis.

XYZ file:
```
13
Properties=species:S:1:pos:R:3:lowdin_charge:R:1
C 0.09 -1.81 -0.40 -0.22
C -0.69 0.57 -0.91 -0.53
N -0.58 -1.60 -1.49 0.12
N -1.09 -0.52 -1.76 0.20
N 0.47 -2.71 0.27 0.30
N -0.91 1.72 -1.38 0.21
N -0.05 0.13 0.16 -0.01
N 0.61 1.03 1.04 0.20
H 0.55 -3.14 1.25 0.18
H -0.80 2.40 -0.69 0.02
H 1.45 1.42 0.63 0.18
H 1.00 0.77 1.94 0.19
H -0.06 1.73 1.34 0.17
```

Values from the calculation:
* total charge: +1
* spin multiplicity: 1
* relative energy (zero: lowest compared OMol25 entry of this formula, charge and spin): 2.056 eV
* max |F|: 4.757 eV/Å

=====

3.
Here is C2H5NO in the gas phase in a non-equilibrium geometry from the OMol25 dataset. Energies are from the ωB97M-V functional and the def2-TZVPD basis.

XYZ file:
```
9
Properties=species:S:1:pos:R:3:lowdin_charge:R:1
C 0.55 -0.51 0.68 -0.06
C -0.42 -0.40 -0.50 -0.56
N -0.45 0.97 -0.90 0.08
O -1.08 -1.37 -0.83 0.05
H 1.68 -0.53 0.52 0.10
H 0.59 0.18 1.58 0.09
H 0.20 -1.37 1.18 0.05
H -1.29 1.39 -1.41 0.12
H 0.22 1.63 -0.33 0.13
```

Values from the calculation:
* spin multiplicity: 1
* SMILES: CC(N)=O
* relative energy (zero: lowest compared OMol25 entry of this formula, charge and spin): 1.064 eV
* max |F|: 3.327 eV/Å

=====

4.
Here is 2 unconnected molecules or ions with the total composition C2H5NO in a non-equilibrium geometry from the OMol25 dataset. Energies are from the ωB97M-V functional and the def2-TZVPD basis.

XYZ file:
```
9
Properties=species:S:1:pos:R:3:lowdin_charge:R:1
C 2.20 -0.32 -0.03 -0.11
N 1.12 0.00 0.57 0.02
H 2.89 0.52 -0.24 0.06
H 2.47 -1.35 -0.41 0.08
H 1.19 0.77 1.16 0.02
O -1.40 0.38 -0.82 -0.06
C -1.99 -0.05 0.18 -0.12
H -1.42 -0.69 0.89 0.06
H -3.06 -0.09 0.31 0.06
```

Values from the calculation:
* spin multiplicity: 1
* SMILES: C=N.C=O
* relative energy (zero: lowest compared OMol25 entry of this formula, charge and spin): 3.108 eV
* max |F|: 4.226 eV/Å

=====

5.
Here is C2H5NO in the gas phase in a non-equilibrium geometry from the OMol25 dataset. Energies are from the ωB97M-V functional and the def2-TZVPD basis.

XYZ file:
```
9
Properties=species:S:1:pos:R:3:lowdin_charge:R:1
C 0.19 -0.83 -1.32 -0.04
C 0.05 0.19 0.75 -0.40
N -0.51 -0.44 -0.33 -0.04
O -0.61 1.39 0.86 -0.03
H -0.49 -1.23 -2.21 0.10
H 1.25 -0.62 -1.56 0.07
H 1.17 0.43 0.57 0.14
H 0.01 -0.49 1.54 0.10
H -1.06 1.61 1.70 0.10
```

Values from the calculation:
* spin multiplicity: 1
* SMILES: C=NCO
* relative energy (zero: lowest compared OMol25 entry of this formula, charge and spin): 2.400 eV
* max |F|: 3.825 eV/Å

=====

6.
Here is C2H5NO in the gas phase in a non-equilibrium geometry from the OMol25 dataset. Energies are from the ωB97M-V functional and the def2-TZVPD basis.

XYZ file:
```
9
Properties=species:S:1:pos:R:3:lowdin_charge:R:1
C -0.56 -0.02 -0.97 -0.09
C 0.81 -0.25 1.05 -0.42
H 0.28 -0.19 -1.64 0.09
H -1.20 0.76 -1.26 0.07
H -1.22 -0.88 -1.03 0.08
H -0.42 1.18 0.78 0.15
H 1.36 -1.11 0.59 0.14
N -0.18 0.29 0.36 -0.03
O 1.13 0.21 2.11 0.02
```

Values from the calculation:
* spin multiplicity: 1
* SMILES: CNC=O
* relative energy (zero: lowest compared OMol25 entry of this formula, charge and spin): 0.822 eV
* max |F|: 2.015 eV/Å

=====

7.
Here is C2H5NO in the gas phase in a non-equilibrium geometry from the OMol25 dataset. Energies are from the ωB97M-V functional and the def2-TZVPD basis.

XYZ file:
```
9
Properties=species:S:1:pos:R:3:lowdin_charge:R:1
C -0.40 -0.61 0.33 -0.13
C -0.14 0.38 -0.86 -0.15
N 0.81 0.04 0.93 -0.08
O 1.15 0.76 -0.26 -0.15
H -1.40 -0.59 0.84 0.11
H -0.06 -1.65 0.08 0.11
H -0.05 -0.07 -1.95 0.15
H -0.78 1.18 -0.90 0.06
H 0.88 0.56 1.79 0.09
```

Values from the calculation:
* spin multiplicity: 1
* SMILES: C1CON1
* relative energy (zero: lowest compared OMol25 entry of this formula, charge and spin): 4.214 eV
* max |F|: 4.024 eV/Å

=====

8.
Here is 2 unconnected molecules or ions with the total composition C2H5NO from the OMol25 dataset. Energies are from the ωB97M-V functional and the def2-TZVPD basis.

XYZ file:
```
9
Properties=species:S:1:pos:R:3:lowdin_charge:R:1
C 1.06 0.32 -0.72 -0.10
C 0.01 -0.89 0.94 -0.35
O 0.08 -1.69 1.80 0.16
N -0.10 -0.07 0.06 0.01
H 1.85 0.68 -0.06 0.08
H 0.77 1.12 -1.41 0.07
H 1.42 -0.54 -1.29 0.08
H -2.82 0.36 0.52 0.03
H -2.27 0.71 0.16 0.01
```

Values from the calculation:
* spin multiplicity: 1
* SMILES: CN=C=O.[H][H]
* relative energy (zero: lowest compared OMol25 entry of this formula, charge and spin): 1.804 eV
* max |F|: 0.806 eV/Å

=====

| no. | E_HOMO (eV) |
| --- | --- |
| 1 | -7.901 |
| 2 | -13.950 |
| 3 | -10.123 |
| 4 | -9.591 |
| 5 | -9.623 |
| 6 | -9.765 |
| 7 | -8.145 |
| 8 | -10.448 |